Formula: C35H29BrF3GeIrN5O6S2
Source: OMol25
Level of theory: wB97M-V/def2-TZVPD

Structure (XYZ):
```
83
Properties=species:S:1:pos:R:3:forces:R:3
Ir 0.331116 0.200050 1.070360 -1.15 0.72 -0.87
O 1.899197 0.106628 2.264960 0.08 -0.27 -0.10
N 2.044076 -0.821768 3.202839 0.07 0.05 0.11
N 1.355768 -1.858225 3.084672 -0.12 -0.01 -0.17
O 0.509030 -2.065336 2.138510 0.29 -0.26 0.24
C 1.524331 -2.890508 4.096211 0.02 0.05 0.01
C 0.499510 -3.809172 4.239209 0.04 -0.01 0.04
C 0.633282 -4.797608 5.202608 -0.02 0.01 -0.01
C 1.773328 -4.854826 5.991019 0.00 -0.01 0.00
C 2.788953 -3.922812 5.822685 0.01 0.01 0.00
C 2.674387 -2.924519 4.869148 -0.03 -0.06 0.00
H -0.380903 -3.735936 3.618328 0.00 0.00 -0.01
H -0.159040 -5.520374 5.341752 0.00 0.00 0.00
H 1.872235 -5.628487 6.740132 0.00 0.00 0.00
H 3.678633 -3.972946 6.435017 0.00 0.00 0.00
H 3.459373 -2.197031 4.727379 0.00 0.01 -0.01
O 3.211057 2.630220 -1.312140 0.01 -0.03 -0.04
C 3.602525 1.666029 -2.148972 0.06 0.03 0.08
C 4.543981 2.018527 -3.117826 -0.04 -0.02 -0.03
C 4.985682 1.080061 -4.019534 0.01 0.00 -0.02
C 4.506562 -0.241359 -3.995001 0.03 -0.01 0.04
C 3.579610 -0.598774 -3.058445 0.16 -0.03 0.14
C 3.102438 0.341340 -2.110343 0.22 -0.19 0.11
C 2.100027 -0.052518 -1.170460 -0.11 0.20 0.08
O 1.666229 0.787089 -0.293974 0.23 -0.15 0.08
N 1.599528 -1.312549 -1.247782 -0.01 -0.12 0.03
N 0.531744 -1.503996 -0.493742 0.56 -0.08 0.42
C 0.132350 -2.785087 -0.509099 -0.14 0.15 -0.01
S 1.062957 -4.023858 -1.223703 -0.03 0.01 -0.05
C 0.004181 -5.357415 -0.582795 -0.02 0.00 0.00
C -1.424873 -4.857144 -0.560744 0.00 0.04 -0.02
S -1.390490 -3.184327 0.153229 0.00 -0.05 0.05
H 2.599618 2.258410 -0.656156 -0.02 0.00 0.01
H 4.912657 3.034673 -3.126982 0.01 0.00 0.00
H 5.722241 1.366126 -4.759185 0.00 0.00 0.00
H 4.874236 -0.965367 -4.707670 0.01 0.00 0.00
H 3.195202 -1.607455 -3.021406 0.00 0.00 0.01
H 0.361497 -5.614393 0.414095 0.00 0.00 0.00
H 0.113937 -6.218307 -1.240077 0.01 0.00 0.00
H -2.064923 -5.474139 0.067121 0.01 0.00 0.01
H -1.850721 -4.791067 -1.561314 -0.01 -0.01 0.00
Ge -2.666725 0.436703 -1.605769 -0.07 0.01 -0.22
C -3.611778 2.098532 -1.441752 0.02 0.00 0.05
C -3.871681 2.736367 -0.230181 -0.02 -0.03 0.02
C -4.562374 3.938639 -0.205720 0.00 0.01 -0.01
C -5.000586 4.510150 -1.392722 0.00 0.00 0.00
C -4.744307 3.884038 -2.604029 -0.01 0.01 0.01
C -4.049005 2.684285 -2.631032 0.03 0.02 -0.03
C -1.091129 0.492239 -2.687741 -0.03 -0.07 0.00
C -0.344046 1.663744 -2.835917 0.00 0.04 0.00
C 0.766738 1.685007 -3.664502 -0.14 0.01 -0.11
C 1.128541 0.539272 -4.363698 -0.23 0.10 -0.21
C 0.386767 -0.626926 -4.234569 -0.04 0.05 -0.03
C -0.720436 -0.650768 -3.398452 0.07 0.03 -0.02
H -3.408921 -0.884406 -1.768882 -0.04 0.02 0.06
H -3.548219 2.309110 0.711813 0.00 -0.01 0.01
H -4.770323 4.423773 0.738989 0.00 -0.01 0.00
H -5.547040 5.443446 -1.372299 0.00 0.00 0.00
H -5.086708 4.329252 -3.528228 0.00 -0.01 0.00
H -3.850712 2.215475 -3.589155 0.00 -0.01 0.01
H -0.638513 2.573922 -2.324191 -0.02 0.00 -0.01
H 1.341571 2.594982 -3.777876 -0.02 0.01 -0.01
H 1.989278 0.560632 -5.019714 -0.06 0.02 0.00
H 0.665907 -1.511939 -4.790837 0.00 -0.01 -0.01
H -1.295936 -1.565796 -3.303675 -0.03 0.00 -0.01
F -4.486759 -0.389557 0.621727 0.02 0.03 -0.04
C -3.728385 -0.437821 1.715839 0.02 0.03 0.04
F -4.182824 0.433706 2.603997 0.01 -0.01 -0.02
F -3.776777 -1.661846 2.222554 -0.01 0.02 -0.01
C -2.259221 -0.099210 1.376837 -0.04 -0.09 0.00
O -1.873005 0.208704 0.177141 0.20 0.05 0.27
O -1.417920 -0.164473 2.267260 0.10 -0.15 0.00
Br 1.370070 4.466953 4.796950 0.00 0.01 0.00
C 0.565358 3.904916 3.204107 0.01 0.00 0.01
C -0.165905 4.779931 2.418083 0.01 -0.01 0.00
C -0.731932 4.295057 1.249398 0.00 0.01 -0.01
C -0.550933 2.973081 0.908481 0.06 -0.02 -0.01
N 0.151308 2.126957 1.682643 0.14 0.04 0.10
C 0.708174 2.584506 2.812925 -0.05 -0.09 0.07
H -0.283992 5.814226 2.710908 0.00 0.00 0.00
H -1.307579 4.935292 0.595692 0.00 0.00 0.00
H -0.957797 2.568453 -0.004736 -0.02 -0.01 -0.03
H 1.277227 1.879542 3.398404 0.00 0.01 0.00
```
Positions in Å, forces in eV/Å.

The total charge is +2. As for the spin multiplicity: 2. As for the LUMO energy (alpha / beta): -5.9 / -7.9 eV. As for the total energy: -7926.962421 a.u. As for the HOMO energy (alpha / beta): -0.4919 / -0.4918 Ha. The energy above the lowest of the compared OMol25 structures with the same formula, charge and spin is 96.3 kJ/mol.

Atom charges from the Löwdin analysis, given in e for atoms 1 to 8: number 1, Ir, carries 1.48; number 2, O, carries -0.27; number 3, N, carries 0.06; number 4, N, carries -0.21; number 5, O, carries -0.19; number 6, C, carries -0.16; number 7, C, carries -0.01; number 8, C, carries -0.06

Formula: C28H57IrNOSi2Te2
Source: OMol25
Level of theory: wB97M-V/def2-TZVPD

Structure (XYZ):
```
92
Properties=species:S:1:pos:R:3:forces:R:3
Ir -0.730106 0.756607 0.013268 0.02 -0.15 -0.06
C -2.340818 -0.916363 1.788629 0.02 0.07 0.06
C -3.001390 -0.546106 0.610982 -0.02 -0.02 -0.02
C -2.892432 0.934870 0.515133 0.07 0.14 0.03
C -2.126600 1.350462 1.662327 -0.03 -0.07 0.02
C -1.807821 0.205722 2.459330 -0.02 -0.06 -0.02
C -1.065535 0.237311 3.764541 -0.04 0.00 0.04
C -2.010330 0.853658 4.815348 0.02 -0.01 -0.03
C -0.659889 -1.169138 4.204677 0.00 0.01 -0.02
C 0.187660 1.114470 3.638024 -0.01 0.00 -0.01
C -3.610470 1.975981 -0.362154 -0.01 -0.01 -0.04
C -3.310179 3.390020 0.155994 -0.01 -0.01 -0.02
C -3.122178 1.939778 -1.819480 -0.04 0.00 0.04
C -5.128961 1.778232 -0.287131 0.01 0.00 0.00
C -3.734125 -1.602138 -0.212690 0.01 0.00 -0.01
C -5.124567 -1.794313 0.425823 0.01 0.00 0.01
C -3.885018 -1.289564 -1.701389 -0.01 0.00 0.02
C -2.988841 -2.945349 -0.130319 0.00 0.01 0.00
H -2.225903 -1.931159 2.130678 0.01 -0.01 0.00
H -2.011763 2.367757 1.997965 0.00 0.00 -0.01
H -2.913642 0.253579 4.926681 -0.01 0.00 0.01
H -2.302768 1.868728 4.542375 0.00 0.01 0.01
H -1.504998 0.892743 5.781089 -0.01 0.00 0.00
H -1.528750 -1.805496 4.375838 0.00 0.00 0.00
H -0.105348 -1.115728 5.142081 0.00 0.00 0.00
H -0.023658 -1.653221 3.459650 -0.02 -0.01 0.01
H -0.062516 2.135771 3.344241 0.00 0.01 -0.01
H 0.879296 0.695183 2.900558 -0.03 0.02 0.02
H 0.698739 1.165915 4.600542 -0.01 0.00 0.00
H -2.238101 3.612417 0.128864 -0.03 -0.01 0.01
H -3.677944 3.545853 1.170219 0.00 0.01 0.00
H -3.809000 4.113120 -0.488604 0.00 0.00 0.00
H -2.042270 2.141505 -1.869856 0.00 -0.02 -0.01
H -3.615503 2.729835 -2.388567 0.01 0.01 0.00
H -3.312946 0.999472 -2.320314 0.02 0.00 -0.01
H -5.472454 1.789407 0.748695 0.00 0.00 0.00
H -5.453569 0.849419 -0.745926 0.00 0.01 0.01
H -5.622847 2.596529 -0.812735 -0.01 0.00 0.00
H -5.718046 -0.881775 0.413815 0.00 -0.01 0.00
H -5.032050 -2.125322 1.460974 0.00 0.00 0.00
H -5.668842 -2.560465 -0.127785 0.00 0.00 0.00
H -4.559716 -0.461818 -1.898404 0.01 0.00 -0.01
H -4.307644 -2.162743 -2.197980 0.00 0.00 0.00
H -2.915994 -1.089267 -2.164924 0.00 0.00 -0.01
H -2.935018 -3.347015 0.879704 0.00 0.01 0.01
H -1.976828 -2.864612 -0.531436 0.02 0.00 0.00
H -3.525944 -3.678522 -0.731299 0.01 0.00 0.00
C 0.789139 4.142171 0.613331 0.02 -0.01 0.00
Te 1.090227 2.593937 -0.810768 0.01 0.05 0.00
C 0.244117 3.646301 -2.452062 0.01 0.01 0.00
H 1.433975 4.977106 0.352900 0.00 0.00 0.00
H 1.062214 3.748880 1.589256 0.00 0.00 0.01
H -0.253961 4.445460 0.602485 0.02 0.00 0.01
H -0.738912 4.016802 -2.175026 0.01 0.00 0.01
H 0.169884 2.960992 -3.292448 0.00 0.00 0.00
H 0.910749 4.468368 -2.697947 0.00 0.00 0.00
O 0.385813 -2.987447 1.042186 0.00 0.01 0.04
C 0.459796 -1.885066 0.676357 -0.05 -0.06 -0.08
N 0.604670 -0.746098 0.278002 -0.01 0.14 0.03
C 3.182584 -2.684577 3.033323 -0.01 0.00 0.02
Si 4.304197 -1.202732 3.100406 -0.02 0.04 -0.02
C 4.037640 -0.186369 4.634314 -0.01 -0.02 0.02
C 6.088820 -1.678994 2.872453 -0.01 0.01 0.00
C 3.776307 -0.009787 1.666613 -0.01 -0.02 -0.03
Te 3.884325 -0.802762 -0.262037 0.10 -0.03 0.04
C 5.912758 -0.429296 -0.612600 -0.08 0.05 0.00
Si 6.236476 1.270161 -1.471078 0.00 -0.01 0.04
C 8.065823 1.350786 -1.756110 -0.01 0.01 -0.04
C 5.636678 2.612826 -0.317952 0.00 -0.02 0.01
C 5.246944 1.280752 -3.051410 0.03 0.00 -0.02
H 3.417482 -3.361442 3.857928 0.01 -0.01 -0.01
H 3.286719 -3.258263 2.109130 0.00 -0.01 0.00
H 2.132809 -2.405030 3.141450 0.00 0.00 -0.02
H 4.293778 -0.775156 5.517875 0.00 0.01 0.01
H 2.994402 0.121327 4.734176 0.01 -0.01 0.00
H 4.661069 0.709393 4.643819 0.00 0.00 0.00
H 6.406485 -2.277209 3.729668 0.00 -0.01 0.00
H 6.750501 -0.811096 2.829717 0.00 0.00 -0.01
H 6.251375 -2.291710 1.982866 0.01 0.00 0.00
H 4.400835 0.885446 1.684672 0.01 0.02 -0.02
H 2.727949 0.261996 1.808808 0.04 0.01 -0.01
H 6.269302 -1.230421 -1.262843 0.00 -0.01 -0.01
H 6.429615 -0.482540 0.346169 0.00 -0.01 0.01
H 8.626878 1.296495 -0.821918 -0.01 0.00 0.01
H 8.325580 2.292700 -2.244339 0.01 0.00 0.00
H 8.403698 0.539717 -2.403353 0.01 0.00 0.00
H 6.131235 2.569521 0.655121 0.00 0.00 0.00
H 4.554668 2.568460 -0.162045 -0.01 0.00 0.01
H 5.859116 3.592595 -0.746418 0.00 0.00 -0.01
H 5.509989 0.441208 -3.698075 -0.01 0.00 -0.01
H 5.448542 2.195640 -3.612696 -0.01 0.00 0.00
H 4.169035 1.244025 -2.868256 -0.01 0.00 0.01
```
Positions in Å, forces in eV/Å.

The total charge is +2. As for the spin multiplicity: 6. As for the LUMO energy (alpha / beta): -5.1 / -8.1 eV. As for the total energy: -2449.844098 a.u. As for the HOMO energy (alpha / beta): -0.4766 / -0.5334 Ha. The energy above the lowest of the compared OMol25 structures with the same formula, charge and spin is 0.0 kJ/mol.

Atom charges from the Löwdin analysis, given in e for atoms 1 to 8: number 1, Ir, carries 1.07; number 2, C, carries 0.00; number 3, C, carries -0.11; number 4, C, carries -0.24; number 5, C, carries -0.15; number 6, C, carries -0.18; number 7, C, carries -0.54; number 8, C, carries -0.01